(1)
This record from OMol25 describes a molecular structure, C40H48Br4HfN5O3P at a distorted geometry. The level of theory is ωB97M-V/def2-TZVPD.

Structure (XYZ):
```
102
Properties=species:S:1:pos:R:3:forces:R:3
Hf -0.210531 1.197525 -0.511250 3.36 -1.84 0.40
C 0.581466 3.258948 0.486725 0.56 0.12 -0.24
C 0.643970 2.317386 1.590962 0.47 1.23 -0.62
C 1.929197 1.702699 1.496132 -0.29 0.18 -0.49
C 2.573860 2.093472 0.295496 -0.44 0.49 -0.59
C 1.748550 3.085820 -0.355208 -0.46 -0.80 1.92
C 2.158304 4.072505 -1.384724 0.89 0.25 -0.61
C 3.947607 1.587695 -0.171377 -0.66 0.23 0.65
C 2.642299 0.995188 2.596032 0.58 -0.85 1.07
C -0.295787 2.382249 2.774822 0.86 0.41 -0.12
C -0.288371 4.473882 0.426330 -1.01 1.58 0.58
H 2.620438 4.965587 -0.901279 -0.29 -0.52 -0.22
H 1.333063 4.422508 -2.001302 -0.06 0.06 0.13
H 2.915641 3.661820 -2.084572 -0.37 0.14 0.39
H 4.019862 0.516530 0.009232 -0.08 -0.16 0.00
H 4.757438 2.028791 0.480472 -0.59 -0.07 -1.16
H 4.042735 1.692458 -1.269432 0.32 0.37 0.73
H 2.318766 -0.048247 2.796539 -0.04 0.43 -0.33
H 2.475148 1.518904 3.572709 0.17 -0.24 -0.76
H 3.757764 0.934997 2.435049 -1.16 0.21 0.03
H -0.333502 1.410003 3.279067 -0.24 0.21 -0.03
H -1.293536 2.710504 2.432917 0.42 -0.30 0.47
H 0.137923 3.131228 3.479491 -0.57 -0.45 -0.17
H 0.260852 5.475764 0.611913 -0.56 -1.66 -0.15
H -1.116338 4.420525 1.185286 0.83 0.08 -0.54
H -0.830474 4.620354 -0.523259 0.39 -0.09 0.15
C -0.340279 4.343976 -5.734806 0.72 -0.31 0.53
C 0.623964 3.655522 -5.008631 1.35 0.56 -0.60
C 0.353381 3.000473 -3.833087 -1.52 -0.34 0.76
C -0.920904 3.224098 -3.252906 0.10 -0.41 -0.22
C -1.889714 3.966032 -3.924114 0.58 -0.59 -0.39
C -1.594435 4.427869 -5.202110 -1.68 0.63 0.17
N -1.308684 2.551065 -2.047150 -2.62 1.01 1.69
N -2.513915 2.871949 -1.616707 2.59 -0.25 -2.53
C -3.054143 2.154985 -0.601437 -0.57 -1.98 3.04
C -4.452569 2.274350 -0.329418 0.78 1.30 -1.55
C -5.071256 1.496693 0.610992 0.06 -0.54 0.70
C -4.317317 0.632888 1.433620 -0.27 0.29 -0.54
C -2.949752 0.585259 1.252177 0.82 0.22 0.26
C -2.273319 1.278179 0.244661 -1.61 1.22 -0.71
H -0.097318 4.785908 -6.685907 0.01 0.05 -0.14
H 1.665507 3.721780 -5.339872 -0.37 -0.57 -0.17
H 1.014850 2.239429 -3.429883 0.21 0.60 0.25
H -2.855746 3.980199 -3.443048 -0.12 0.42 -0.44
H -2.390176 4.875476 -5.795874 0.11 0.06 0.20
H -5.000782 3.028785 -0.933259 0.19 -0.71 0.48
H -6.136947 1.571745 0.756035 -0.14 0.04 -0.02
H -4.786360 -0.000426 2.189700 0.00 0.35 -0.17
H -2.318330 0.058689 1.971666 -0.37 -0.27 -0.31
Br 2.098082 -1.584699 -6.640028 -0.25 0.19 0.83
C 1.059673 -1.261050 -5.035607 -1.03 -1.02 -2.10
C -0.279334 -1.689029 -5.021066 0.54 0.04 0.80
Br -1.018065 -2.649224 -6.480634 0.04 0.16 0.39
C -1.027919 -1.407350 -3.863968 -0.21 0.44 0.21
Br -2.860455 -1.926851 -3.753993 0.27 0.10 0.11
C -0.536940 -0.610296 -2.787158 1.02 -0.63 -1.99
O -1.256039 -0.182665 -1.803564 -0.06 0.32 0.80
C 0.833425 -0.177917 -2.870421 -1.36 -0.86 -0.22
O 1.280968 0.604304 -1.895744 -0.66 -0.22 -0.09
C 1.554687 -0.528322 -4.001205 0.75 1.08 0.99
Br 3.211428 0.332599 -4.114603 0.81 0.10 -0.09
O 0.023097 -0.581853 0.787356 -0.06 -1.47 0.82
P 0.044765 -1.978307 1.462301 0.39 1.39 -1.24
N -1.389448 -2.749397 1.112040 1.29 -0.57 1.46
C -2.008354 -2.672406 -0.197876 -0.30 0.68 -0.89
C -3.141397 -3.715969 -0.199897 -1.31 1.56 1.02
C -2.929151 -4.644257 0.997265 0.24 0.02 0.73
C -1.954699 -3.846904 1.933773 -1.75 0.75 0.96
N 0.215621 -1.954691 3.123186 0.23 -0.65 -1.54
C 1.412509 -2.402628 3.856399 0.33 -0.21 0.61
C 1.329526 -1.620082 5.187427 -0.35 0.80 -0.81
C -0.180913 -1.385063 5.375238 -0.32 0.55 0.74
C -0.836651 -1.456467 3.979630 0.31 0.19 0.76
N 1.402749 -2.754703 0.891755 -1.19 0.28 0.41
C 2.544404 -2.121857 0.227154 -0.33 1.15 0.14
C 3.608463 -3.177256 0.297593 1.20 -0.17 0.12
C 2.908258 -4.528721 0.334286 -0.67 -0.06 0.48
C 1.532124 -4.207884 0.989480 0.78 0.00 0.21
H -1.281702 -2.864268 -0.994562 0.05 -0.17 0.04
H -2.353086 -1.637353 -0.389015 -0.03 -0.68 0.10
H -3.181086 -4.240412 -1.111791 0.12 -0.69 -1.13
H -4.131768 -3.188542 -0.142827 0.86 -0.36 0.16
H -2.439076 -5.551406 0.633443 -0.01 -0.03 0.24
H -3.874243 -4.955755 1.550003 1.21 0.50 -0.78
H -1.229548 -4.476800 2.452634 0.23 0.06 -0.34
H -2.572817 -3.362626 2.762378 0.62 -0.68 -0.92
H 2.342741 -2.141998 3.330303 -0.40 -0.17 -0.04
H 1.443415 -3.506497 4.065070 -0.29 0.80 -0.30
H 1.761377 -0.624943 5.035542 0.24 -0.19 -0.06
H 1.885675 -2.094605 5.999695 -0.42 -0.05 -0.03
H -0.449848 -0.442826 5.912468 0.45 -0.68 -0.42
H -0.625618 -2.193758 5.941403 0.03 -0.17 0.37
H -1.271125 -0.537914 3.583708 0.28 0.16 0.22
H -1.642020 -2.153348 4.112411 -0.58 -0.45 -0.42
H 2.861464 -1.181757 0.736738 -0.33 -0.66 -0.19
H 2.285737 -1.820556 -0.783371 -0.04 -0.06 -0.32
H 4.208817 -2.985417 1.201687 -0.09 -0.33 -0.24
H 4.273740 -3.151993 -0.567507 0.10 0.25 0.16
H 3.452904 -5.292937 0.933204 -0.33 0.46 -0.69
H 2.740128 -4.860938 -0.697303 0.14 -0.21 0.31
H 1.551639 -4.499459 2.046286 -0.18 -0.20 -0.11
H 0.721781 -4.708958 0.472875 -0.24 -0.20 0.00
```
Forces are in eV/Å.

- LUMO (alpha / beta) (eV) = -1.29 / -1.29
- 2S+1 = 1
- highest occupied orbital energy (alpha / beta) (eV) = -7.135 / -7.135

=====

(2)
This record from OMol25 describes a molecular structure, C40H49BBrF4GeNP2Pd. The level of theory is ωB97M-V/def2-TZVPD.

Structure (XYZ):
```
100
Properties=species:S:1:pos:R:3:forces:R:3
Pd 0.660503 0.508780 -0.706584 0.37 0.12 -0.35
C -0.102605 1.874473 2.670267 0.01 -0.07 -0.11
C -0.717985 2.846283 1.672826 -0.03 0.04 0.04
P -0.757989 2.263944 -0.054796 0.01 -0.09 -0.03
C -2.459988 1.754797 -0.421268 -0.09 0.13 0.09
C -3.475700 1.755854 0.534311 -0.01 0.03 0.01
C -4.776147 1.436773 0.171796 -0.01 0.04 -0.02
C -5.075865 1.111605 -1.143284 0.01 0.00 0.02
C -4.073155 1.125173 -2.105089 -0.04 -0.02 0.01
C -2.776922 1.452510 -1.746126 0.03 0.04 -0.07
C -0.512602 3.744176 -1.045242 -0.09 0.04 -0.02
C 0.228808 3.766916 -2.215973 0.06 -0.01 0.04
C 0.299524 4.929373 -2.970318 0.01 0.04 -0.01
C -0.382507 6.061784 -2.560547 0.02 0.01 -0.02
C -1.135225 6.043366 -1.390302 0.01 -0.02 0.02
C -1.203242 4.891950 -0.629519 -0.04 -0.02 -0.03
C 1.404633 1.814047 2.430230 0.06 -0.04 0.09
P 1.951103 0.547731 1.257558 -0.26 0.01 -0.04
C 1.938163 -0.991298 2.201574 0.21 0.00 0.05
C 0.748168 -1.535444 2.689642 -0.05 0.03 0.00
C 0.770328 -2.584307 3.591093 -0.03 -0.03 -0.01
C 1.982091 -3.114779 4.013032 0.03 -0.01 0.01
C 3.171659 -2.574570 3.548662 -0.03 -0.01 0.00
C 3.157219 -1.511634 2.658359 0.00 -0.01 -0.03
C 3.622697 0.930003 0.780543 0.13 0.06 0.12
C 4.164018 2.185783 1.081199 -0.04 0.00 0.04
C 5.505290 2.437444 0.849921 0.00 -0.01 0.00
C 6.309901 1.462725 0.287126 0.03 0.01 0.02
C 5.776542 0.223212 -0.048035 0.00 -0.01 0.02
C 4.447200 -0.041240 0.196403 -0.02 -0.04 0.01
H -0.562574 0.888347 2.585722 -0.01 0.03 0.06
H -0.301048 2.209728 3.687217 0.05 0.10 -0.01
H -0.126195 3.762513 1.640175 -0.01 0.02 0.03
H -1.722853 3.146381 1.966912 -0.02 -0.05 -0.06
H -3.279406 1.986792 1.573091 0.03 0.00 -0.02
H -5.556854 1.446632 0.920885 0.00 0.01 -0.01
H -6.091953 0.866504 -1.422482 0.00 0.01 0.00
H -4.309422 0.904155 -3.137839 0.02 0.00 0.00
H -2.016872 1.512780 -2.515530 0.02 0.01 0.00
H 0.800992 2.912059 -2.532072 0.01 -0.04 -0.02
H 0.912963 4.944392 -3.860586 0.00 -0.01 0.01
H -0.322591 6.970376 -3.144818 0.00 -0.01 0.00
H -1.666744 6.929361 -1.070163 0.00 -0.01 0.00
H -1.804573 4.894358 0.271961 0.00 -0.02 -0.01
H 1.962933 1.584852 3.341768 -0.02 -0.02 0.00
H 1.751206 2.780992 2.068413 0.01 0.01 0.03
H -0.206798 -1.135722 2.385773 -0.06 0.00 -0.05
H -0.159840 -2.986501 3.972043 0.00 0.01 -0.02
H 1.998169 -3.938558 4.714280 0.00 0.01 0.00
H 4.119237 -2.965522 3.893591 0.00 0.00 -0.01
H 4.096498 -1.077577 2.349539 -0.02 0.00 0.00
H 3.562590 2.984833 1.484309 0.02 -0.02 0.00
H 5.912731 3.409457 1.090296 -0.01 0.00 0.00
H 7.354060 1.670162 0.094275 -0.01 0.00 0.00
H 6.404584 -0.533615 -0.498321 -0.02 0.00 0.00
H 4.057915 -1.018033 -0.040712 -0.01 -0.02 -0.02
C -3.087483 -5.471626 -1.277916 -0.02 -0.03 0.02
C -2.051427 -4.358414 -1.348670 0.02 -0.01 -0.03
C -2.642836 -3.071306 -1.913039 -0.03 0.04 -0.06
C -1.633749 -1.928082 -2.112188 -0.05 0.11 -0.04
Ge -0.941245 -1.418202 -0.360967 -0.38 -0.36 0.31
C -2.351033 -1.105053 0.954916 -0.04 -0.07 0.00
C -2.654023 -2.410593 1.710054 0.08 -0.05 -0.02
C -3.394275 -2.157216 3.022915 0.02 0.01 0.04
C -4.725519 -1.441708 2.833454 -0.04 0.00 -0.02
H -2.668385 -6.382417 -0.852002 0.00 0.01 -0.01
H -3.468905 -5.713809 -2.270955 0.01 0.01 0.00
H -3.939505 -5.176574 -0.661276 0.01 0.00 0.00
H -1.209581 -4.669101 -1.976381 -0.01 0.00 0.00
H -1.635186 -4.189626 -0.348851 -0.01 0.03 0.02
H -3.475837 -2.729980 -1.288450 0.02 -0.02 0.03
H -3.083051 -3.288088 -2.890865 -0.01 0.01 0.01
H -2.130811 -1.070833 -2.565066 0.04 -0.01 0.00
H -0.819672 -2.232197 -2.769519 0.01 -0.06 0.03
H 0.052391 -2.433929 0.212647 0.08 0.06 0.01
H -3.235166 -0.743765 0.428404 0.08 -0.07 -0.01
H -2.073385 -0.313828 1.654508 0.02 -0.04 0.01
H -1.732001 -2.968320 1.914542 -0.02 0.03 0.03
H -3.258001 -3.062715 1.072676 0.00 0.01 0.00
H -2.749122 -1.570983 3.689160 -0.02 -0.01 -0.01
H -3.559784 -3.114239 3.522279 0.00 0.00 -0.02
H -4.590228 -0.428879 2.446184 0.01 -0.02 0.01
H -5.268543 -1.363917 3.774364 0.02 0.01 0.00
H -5.361432 -1.983597 2.129220 0.00 0.00 0.01
F 2.524925 1.424335 -1.727092 0.01 0.13 -0.10
B 3.330269 2.644654 -2.088364 0.17 0.15 -0.06
F 3.023742 3.583438 -1.101699 -0.06 -0.11 -0.12
F 4.652293 2.263145 -2.068567 -0.24 0.01 -0.03
F 2.899501 3.029795 -3.347496 -0.01 -0.10 0.20
Br 0.401544 0.385413 -3.566643 -0.02 0.16 0.02
C 1.658717 -0.903464 -3.014455 -0.03 -0.04 0.03
C 2.510329 -1.513154 -3.907441 -0.05 -0.01 0.01
C 3.329723 -2.514460 -3.409348 0.03 -0.02 -0.04
C 3.244199 -2.867377 -2.069829 -0.01 -0.03 0.04
C 2.374547 -2.178104 -1.251574 -0.16 -0.02 -0.01
N 1.596604 -1.187131 -1.713864 0.31 0.03 -0.03
H 2.521549 -1.221340 -4.947319 0.00 0.01 0.00
H 4.016527 -3.027101 -4.069781 0.00 0.01 0.00
H 3.847921 -3.664179 -1.659135 0.00 0.00 -0.01
H 2.261333 -2.420051 -0.201754 0.05 0.02 0.01
```
Forces are in eV/Å.

- LUMO (eV) = -7.84
- 2S+1 = 1
- highest occupied orbital energy (eV) = -14.082
- total charge = +2

=====

- What is the formula in the first record?
  C40H48Br4HfN5O3P